[1]
Formula: C35H61BN8O2PS5W
Source: the Open Molecules 2025 dataset
Level of theory: wB97M-V/def2-TZVPD

Summary:
* gap between HOMO and LUMO (spin up / spin down): 6.0 / 6.3 eV
* net charge: +2
* HOMO (spin up / spin down): -0.470 / -0.469 Eh
* ⟨S²⟩: 0.761
* multiplicity: 2
* LUMO level (spin up / spin down): -0.250 / -0.236 hartree
* energy above the lowest of the compared OMol25 structures with the same formula, charge and spin: 30.4 kcal/mol

Geometry (Å):
W (-0.001, 0.081, 0.909)
S (0.078, 0.145, -3.558)
S (-1.055, 1.892, 2.085)
S (1.862, 0.974, -0.190)
S (1.222, 0.640, 3.069)
S (1.449, -2.007, 1.449)
P (2.345, -1.012, 2.954)
O (2.418, -1.856, 4.268)
O (3.822, -0.629, 2.679)
N (-1.503, -1.175, 2.073)
N (0.018, 2.346, -1.545)
N (-0.345, -1.377, -0.742)
N (-2.117, 2.577, -0.223)
N (-0.461, 3.165, -2.471)
N (-3.228, 0.565, -1.436)
N (-2.937, 3.199, -1.081)
N (-1.948, 0.726, -1.889)
C (2.267, 2.841, -2.131)
C (-2.920, -2.909, 0.987)
C (-5.885, -1.523, -1.750)
C (-4.471, 6.306, -1.615)
C (-1.529, -2.241, -1.051)
C (-6.136, 4.553, -0.977)
C (-3.686, 4.530, 0.738)
C (-2.820, 4.205, 3.079)
C (-5.710, 0.516, -0.305)
C (-6.552, 0.710, -2.653)
C (0.774, 5.246, -5.289)
C (-2.227, -0.272, -5.500)
C (5.290, -2.338, 1.711)
C (-4.659, 4.213, -2.973)
C (-5.566, -0.022, -1.729)
C (1.261, -2.426, 4.953)
C (1.436, -3.918, 5.052)
C (-2.587, 0.001, -4.077)
C (1.314, 2.141, -1.366)
C (-1.254, 3.801, -5.123)
C (0.376, 3.805, -3.258)
C (-1.005, 5.815, -3.622)
C (-3.859, -0.072, -3.628)
C (-4.153, 0.173, -2.255)
C (-4.733, 4.793, -1.560)
C (-3.726, 4.141, -0.622)
C (5.007, -1.479, 2.915)
C (-1.788, -3.287, 0.030)
C (-0.268, 4.671, -4.330)
C (-1.544, 0.325, -3.123)
C (-2.855, -1.485, 1.506)
C (3.734, 2.637, -1.928)
C (-2.102, 2.835, 1.065)
C (-2.884, 3.874, 1.621)
C (1.764, 3.677, -3.089)
B (-1.095, 1.478, -0.796)
H (-3.447, 6.526, -1.919)
H (1.228, -1.940, 5.924)
H (5.795, -0.760, 3.107)
H (-1.703, 0.583, -5.930)
H (-5.140, 6.758, -2.349)
H (-6.763, 0.501, -0.017)
H (-6.304, 1.768, -2.749)
H (-5.161, -0.093, 0.415)
H (-6.376, 3.490, -0.934)
H (-1.542, -1.117, -5.567)
H (-4.613, 3.123, -2.972)
H (-0.304, 6.474, -3.102)
H (-2.934, -3.608, 1.828)
H (0.265, 5.806, -6.075)
H (0.359, -2.154, 4.402)
H (1.491, -4.370, 4.061)
H (4.020, 2.839, -0.895)
H (-5.344, 1.542, -0.222)
H (-0.727, 2.990, -5.633)
H (-1.555, 6.415, -4.350)
H (-1.755, 4.410, -5.877)
H (-4.328, 5.331, 1.082)
H (4.828, -2.059, 3.817)
H (-1.049, -2.033, 2.374)
H (1.456, 5.939, -4.791)
H (-2.031, -4.241, -0.436)
H (2.342, -4.166, 5.602)
H (-6.904, -1.692, -1.396)
H (-6.880, 5.044, -1.606)
H (-2.006, 3.359, -4.469)
H (-5.206, -2.079, -1.099)
H (-3.605, -1.342, 2.283)
H (-7.561, 0.632, -2.243)
H (-6.577, 0.279, -3.655)
H (4.458, -3.008, 1.490)
H (-1.711, 5.418, -2.892)
H (4.013, 1.604, -2.149)
H (-4.658, -0.338, -4.307)
H (0.588, -4.351, 5.584)
H (-3.884, -3.027, 0.488)
H (-3.057, 3.334, 3.691)
H (6.166, -2.954, 1.919)
H (-1.817, 4.535, 3.358)
H (-4.664, 6.798, -0.660)
H (-1.324, -2.708, -2.014)
H (5.498, -1.730, 0.832)
H (-3.782, 4.580, -3.506)
H (-3.525, 4.998, 3.319)
H (2.439, 4.226, -3.732)
H (1.360, 4.462, -5.773)
H (-1.629, -0.622, 2.913)
H (-3.053, -0.754, 0.723)
H (-2.396, -1.601, -1.181)
H (4.301, 3.295, -2.583)
H (-5.543, 4.522, -3.533)
H (0.445, -2.012, -0.692)
H (-0.865, -3.472, 0.587)
H (-6.236, 4.963, 0.030)
H (-5.811, -1.942, -2.755)
H (-0.130, -0.822, -1.599)
H (-3.121, -0.478, -6.087)

[2]
Formula: C35H61N9O4
Source: the Open Molecules 2025 dataset
Level of theory: wB97M-V/def2-TZVPD

Summary:
* gap between HOMO and LUMO: 10.2 eV
* net charge: 0
* HOMO: -0.354 Eh
* SMILES string: O=C(O)CNC(=O)O.CCCC#N.CCCC#N.CCCC#N.CCCC#N.CCCC#N.CCCC#N.CCCC#N.CCCC#N
* LUMO level: 0.021 hartree

Geometry (Å):
O (0.999, 2.861, -1.957)
O (-0.385, 1.777, -0.649)
O (-2.534, 4.404, -2.375)
O (-2.983, 3.557, -0.342)
N (-13.033, 2.549, -2.934)
N (8.993, 0.447, -0.495)
N (0.038, 4.013, -0.170)
N (6.984, -5.483, 3.364)
N (3.087, 3.807, -0.274)
N (9.579, -2.564, 4.896)
N (-6.051, 1.989, -1.990)
N (-18.382, 6.161, -0.212)
N (5.013, -3.102, -2.260)
C (7.870, -2.168, 2.033)
C (-9.347, 2.740, -1.960)
C (5.826, -3.536, 6.388)
C (4.354, -1.279, -5.541)
C (8.026, -2.712, 0.618)
C (-1.009, 4.916, -0.620)
C (5.303, 1.268, -2.004)
C (-4.759, -0.436, 0.169)
C (-12.312, 3.302, -2.454)
C (-2.274, 4.216, -1.077)
C (-18.443, 5.383, -1.053)
C (-18.513, 4.396, -2.129)
C (4.586, 1.777, 0.384)
C (4.247, -3.123, -3.114)
C (9.098, -0.684, -0.333)
C (5.311, -5.799, 5.340)
C (-5.499, 1.594, -1.064)
C (12.095, -4.920, 4.444)
C (3.880, -2.727, -5.541)
C (0.185, 2.822, -0.901)
C (-17.329, 3.424, -2.102)
C (10.976, -4.690, 5.465)
C (6.238, -5.628, 4.224)
C (-4.787, 1.095, 0.108)
C (3.752, 2.922, 0.028)
C (-15.989, 4.106, -2.347)
C (-9.954, 4.085, -2.340)
C (9.234, -2.123, -0.118)
C (-6.142, -1.056, 0.335)
C (11.565, -5.175, 3.037)
C (5.757, 1.590, -0.586)
C (10.203, -3.488, 5.164)
C (-11.394, 4.260, -1.843)
C (3.270, -3.152, -4.201)
C (4.750, -4.458, 5.823)
H (1.495, 3.687, -1.969)
H (6.349, -4.010, 7.221)
H (10.899, -6.038, 3.018)
H (-19.450, 3.846, -2.031)
H (10.302, -5.548, 5.482)
H (-0.004, 3.821, 0.814)
H (8.756, -2.363, 2.633)
H (4.961, 1.922, 1.398)
H (-0.644, 5.572, -1.401)
H (7.689, -1.091, 2.029)
H (9.350, -2.607, -1.089)
H (-9.898, 1.914, -2.414)
H (4.002, -4.659, 6.593)
H (-6.786, -0.826, -0.515)
H (-3.335, 3.904, -2.582)
H (4.689, 0.365, -2.025)
H (6.565, -3.272, 5.630)
H (-8.315, 2.678, -2.299)
H (-9.354, 2.601, -0.877)
H (4.234, -3.959, 5.002)
H (-15.185, 3.374, -2.357)
H (5.150, -1.122, -4.812)
H (2.435, -2.499, -3.944)
H (4.743, -1.003, -6.521)
H (3.964, 0.880, 0.398)
H (-17.492, 2.667, -2.871)
H (5.382, -2.611, 6.754)
H (-17.304, 2.903, -1.143)
H (-15.768, 4.837, -1.566)
H (7.025, -2.647, 2.527)
H (12.766, -4.059, 4.434)
H (10.149, -2.312, 0.446)
H (-3.773, 1.485, 0.074)
H (-11.748, 5.267, -2.069)
H (-9.924, 4.207, -3.425)
H (8.148, -3.795, 0.665)
H (-1.303, 5.543, 0.208)
H (-15.984, 4.624, -3.309)
H (-4.288, -0.829, -0.734)
H (6.380, 2.485, -0.594)
H (6.382, 0.778, -0.217)
H (-4.128, -0.729, 1.009)
H (6.167, 1.104, -2.646)
H (-18.548, 4.919, -3.087)
H (4.720, 2.087, -2.432)
H (5.827, -6.307, 6.156)
H (12.388, -5.369, 2.349)
H (-11.433, 4.144, -0.759)
H (7.117, -2.523, 0.044)
H (12.684, -5.779, 4.770)
H (11.397, -4.592, 6.466)
H (-6.630, -0.687, 1.240)
H (-5.254, 1.498, 1.008)
H (-9.349, 4.887, -1.914)
H (4.498, -6.453, 5.019)
H (-6.070, -2.141, 0.412)
H (2.872, -4.165, -4.279)
H (11.012, -4.313, 2.660)
H (4.711, -3.387, -5.794)
H (3.534, -0.600, -5.300)
H (3.123, -2.859, -6.316)

[3]
Formula: C35H64B2FN2O10PS
Source: the Open Molecules 2025 dataset
Level of theory: wB97M-V/def2-TZVPD

Summary:
* gap between HOMO and LUMO: 5.4 eV
* net charge: 0
* HOMO: -0.232 Eh
* LUMO level: -0.036 hartree

Geometry (Å):
S (-4.896, 6.497, -1.135)
P (-3.784, 5.773, -2.563)
F (-5.328, 3.347, -0.996)
O (3.411, 2.360, -5.478)
O (-0.387, 7.177, 0.070)
O (0.920, 3.274, 1.356)
O (1.257, 4.735, 3.071)
O (-3.131, 3.682, 0.005)
O (0.791, 3.574, -3.414)
O (-2.942, 1.195, 1.614)
O (-4.895, -0.104, 1.240)
O (-3.290, 3.257, -2.239)
O (-1.863, 5.707, -0.110)
N (-5.074, -4.619, 4.557)
N (-0.630, 6.172, -0.495)
C (2.898, 3.245, -4.460)
C (5.660, 0.300, -3.518)
C (-1.432, 4.587, -3.176)
C (-2.659, -3.852, 4.148)
C (3.010, 4.511, 1.475)
C (3.438, -1.217, -0.740)
C (4.553, -3.181, 0.337)
C (5.145, 1.386, -4.171)
C (-2.522, 4.417, -2.115)
C (1.625, 4.195, 2.046)
C (3.307, 0.049, -4.925)
C (-0.494, 3.555, 1.236)
C (-2.109, 4.351, -0.599)
C (5.001, -0.917, -3.558)
C (3.951, 1.236, -4.852)
C (3.519, 3.464, 0.449)
C (5.940, -1.700, -1.306)
C (4.794, -3.397, -2.896)
C (-2.930, -2.122, 2.272)
C (5.231, -0.858, 0.923)
C (1.408, 3.585, -4.692)
C (-5.859, -6.605, 5.749)
C (-0.607, 3.305, -3.442)
C (6.975, -2.390, -3.454)
C (-6.154, -6.746, 4.265)
C (-4.859, -5.455, 5.822)
C (5.605, -2.103, -2.763)
C (4.793, -1.773, -0.260)
C (-0.863, 3.497, -0.255)
C (-3.851, -4.665, 3.665)
C (3.836, -1.056, -4.258)
C (-4.070, 1.301, -0.750)
C (-2.636, -2.373, 3.744)
C (-6.229, -5.302, 3.822)
C (-5.474, -3.223, 4.908)
B (-3.956, 2.929, -0.953)
B (-3.942, 0.821, 0.723)
H (-0.810, 4.476, 1.728)
H (3.849, -3.715, -0.309)
H (3.492, 4.164, -4.420)
H (-6.117, -5.153, 2.752)
H (3.556, -0.281, -1.294)
H (0.015, 3.684, -0.883)
H (-1.771, -4.318, 3.712)
H (-3.370, 0.800, -1.436)
H (2.871, -1.915, -1.363)
H (-0.937, 2.807, -4.359)
H (-3.011, 6.849, -3.073)
H (-2.271, -2.713, 1.629)
H (3.833, 2.573, 1.002)
H (-4.168, -4.358, 2.670)
H (4.427, 3.855, -0.020)
H (6.383, -0.705, -1.236)
H (3.081, 5.538, 1.114)
H (7.366, -3.312, -2.999)
H (5.223, -4.132, -2.206)
H (4.410, -0.714, 1.628)
H (5.466, -3.750, 0.526)
H (-2.534, -3.941, 5.232)
H (-3.833, -5.812, 5.826)
H (-0.751, 5.404, -2.926)
H (2.379, -0.085, -5.471)
H (0.946, 2.900, -5.408)
H (3.681, 4.440, 2.338)
H (5.588, 2.375, -4.166)
H (-6.768, -6.345, 6.294)
H (-3.330, -1.786, 4.348)
H (-3.572, -5.717, 3.602)
H (6.849, -2.590, -4.521)
H (-1.926, 4.852, -4.124)
H (1.388, 4.626, -5.053)
H (6.722, -2.397, -0.967)
H (-5.466, -7.521, 6.188)
H (-0.811, 2.605, -2.625)
H (-7.079, -7.286, 4.070)
H (-5.780, 0.272, 1.183)
H (6.580, 0.392, -2.952)
H (5.488, 0.115, 0.482)
H (-1.154, 2.457, -0.444)
H (-5.025, -4.825, 6.692)
H (4.953, -3.826, -3.893)
H (-7.156, -4.841, 4.158)
H (6.152, -1.218, 1.395)
H (3.292, -1.990, -4.309)
H (-5.568, -2.644, 3.991)
H (3.720, -3.285, -2.751)
H (-4.725, -2.799, 5.569)
H (-3.334, 1.600, 2.396)
H (-5.345, -7.269, 3.751)
H (7.708, -1.606, -3.254)
H (-2.777, -1.074, 2.041)
H (-1.023, 2.742, 1.737)
H (-6.427, -3.260, 5.433)
H (-5.077, 1.018, -1.085)
H (-3.965, -2.354, 2.019)
H (-1.644, -1.979, 3.977)
H (2.930, 2.786, -3.468)
H (2.825, -1.017, 0.147)
H (4.013, -3.043, 1.283)
H (2.731, 3.240, -0.269)
H (-4.595, 5.178, -3.549)

[4]
Formula: C35H64ClF8N2O8S3
Source: the Open Molecules 2025 dataset
Level of theory: wB97M-V/def2-TZVPD

Summary:
* gap between HOMO and LUMO: 4.2 eV
* net charge: +1
* HOMO: -0.332 Eh
* LUMO level: -0.177 hartree

Geometry (Å):
Cl (0.419, -2.592, -3.310)
S (-2.523, -0.381, -2.624)
S (-4.608, -3.385, -1.461)
S (-2.200, -5.198, 0.405)
F (-4.395, -4.147, 1.483)
F (-3.711, -6.039, 2.231)
F (-1.743, -6.068, 4.067)
F (-3.589, -5.236, 4.882)
F (-1.717, -4.235, 5.190)
F (-1.782, -4.305, -5.313)
F (-1.417, -3.586, 2.694)
F (-3.392, -3.057, 3.412)
O (-0.983, 5.979, -2.172)
O (8.594, -3.782, 2.965)
O (-2.873, -6.172, -0.388)
O (9.291, -2.631, 0.255)
O (6.275, -3.503, 1.002)
O (-2.143, 8.973, -2.539)
O (0.623, 8.213, -3.504)
O (-0.913, -5.546, 0.907)
N (-1.989, -3.767, -0.607)
N (2.327, -2.232, 1.535)
C (-4.186, -0.182, 1.756)
C (-0.586, 8.175, -4.240)
C (-2.354, 4.848, 3.553)
C (1.475, -1.634, -0.706)
C (-3.320, -4.822, 1.861)
C (6.283, -3.108, 2.366)
C (-1.179, 4.769, -2.861)
C (1.861, -1.113, 0.695)
C (-2.151, -4.280, -3.958)
C (-4.429, -1.121, 0.544)
C (5.507, -4.649, 0.719)
C (-3.224, -5.338, -3.776)
C (7.670, -2.722, 2.833)
C (-2.421, -4.967, 4.336)
C (-3.793, 1.240, 1.370)
C (-0.807, -3.610, -1.085)
C (0.366, 6.326, -1.912)
C (-2.606, -4.094, 3.063)
C (9.942, -3.722, 0.882)
C (9.984, -1.402, 0.321)
C (-3.074, -1.717, 0.168)
C (-0.032, -1.390, -0.942)
C (0.637, 7.795, -2.153)
C (9.032, -4.488, 1.817)
C (-2.161, 10.109, -1.701)
C (-2.972, -2.696, -1.052)
C (-2.555, 4.336, 2.161)
C (-0.685, -2.409, -1.949)
C (-3.213, 5.197, 1.131)
C (-2.547, -2.816, -3.692)
C (-2.896, 1.872, 2.459)
C (-5.338, -0.220, 2.762)
C (-2.194, -2.183, -2.319)
C (-1.632, 9.194, -3.841)
C (-2.165, 3.036, 1.852)
H (10.528, -1.292, 1.264)
H (8.193, -4.929, 1.275)
H (-0.296, 8.413, -5.267)
H (-4.275, 5.177, 1.390)
H (-4.851, -0.549, -0.285)
H (9.618, -5.323, 2.208)
H (-3.019, -6.161, -4.457)
H (2.074, -1.105, -1.441)
H (-2.375, -0.889, 0.083)
H (10.828, -3.387, 1.430)
H (-4.229, -4.947, -3.896)
H (-3.087, 10.677, -1.830)
H (1.659, 7.983, -1.816)
H (-3.475, 2.198, 3.325)
H (-1.008, 7.168, -4.265)
H (0.050, -4.253, -0.910)
H (-3.053, 5.654, 3.799)
H (-2.133, 4.838, -3.385)
H (-5.654, -1.257, 2.899)
H (-0.159, -0.376, -1.309)
H (-2.191, 1.113, 2.838)
H (0.578, 6.111, -0.856)
H (2.625, -1.807, 2.409)
H (-3.320, -0.614, 2.272)
H (-1.975, -2.232, -4.410)
H (5.891, -3.906, 3.006)
H (1.024, -0.638, 1.210)
H (-1.225, 3.926, -2.159)
H (-1.317, 2.826, 1.201)
H (-3.590, -2.647, -3.944)
H (-2.109, 9.762, -0.668)
H (-3.162, -5.753, -2.768)
H (10.274, -4.415, 0.099)
H (-1.305, 10.764, -1.887)
H (8.074, -1.914, 2.219)
H (3.199, -2.562, 1.128)
H (-0.016, 8.417, -1.536)
H (5.632, -2.228, 2.468)
H (-0.491, -1.551, 0.030)
H (-1.213, 10.201, -3.932)
H (1.046, 5.729, -2.529)
H (10.683, -1.301, -0.515)
H (-1.382, -0.103, -3.268)
H (5.538, -5.374, 1.537)
H (9.248, -0.600, 0.255)
H (-4.967, 0.086, 3.741)
H (-5.038, -2.312, -2.133)
H (2.623, -0.337, 0.577)
H (7.559, -2.322, 3.844)
H (-4.682, 1.873, 1.314)
H (4.464, -4.375, 0.510)
H (-1.342, 5.240, 3.646)
H (-2.465, 9.111, -4.551)
H (-2.494, 4.043, 4.280)
H (-2.848, 6.227, 1.091)
H (-5.117, -1.882, 0.897)
H (5.921, -5.123, -0.171)
H (1.689, -2.703, -0.700)
H (-0.396, 4.581, -3.604)
H (-3.236, 1.292, 0.433)
H (-6.188, 0.389, 2.459)
H (-1.248, -4.575, -3.417)
H (-3.115, 4.716, 0.157)
H (-2.758, -2.287, 1.042)